Entry 1:
{
  "formula": "C25H37F5O18S",
  "method": "ωB97M-V with the def2-TZVPD basis set",
  "symbols": ["O", "S", "O", "C", "C", "C", "F", "O", "C", "F", "F", "C", "F", "F", "H", "H", "H", "H", "H", "H", "H", "C", "C", "C", "O", "C", "O", "O", "H", "H", "H", "H", "H", "H", "C", "C", "C", "O", "C", "O", "O", "H", "H", "H", "H", "H", "H", "C", "C", "C", "O", "C", "O", "O", "H", "H", "H", "H", "H", "H", "C", "C", "C", "O", "C", "O", "O", "H", "H", "H", "H", "H", "H", "C", "C", "C", "O", "C", "O", "O", "H", "H", "H", "H", "H", "H"],
  "positions_angstrom": [[3.694606, 5.880589, 1.531794], [4.453262, 4.990469, 0.687063], [3.426896, 4.149154, -0.193181], [2.015179, 4.205801, 0.143147], [1.595404, 3.294227, 1.285128], [1.920414, 1.819857, 1.031264], [2.582332, 1.246693, 2.124325], [4.863055, 3.665511, 1.724752], [6.106525, 3.731651, 2.274138], [6.060908, 3.203881, 3.506586], [6.521690, 5.026820, 2.405671], [7.210424, 3.011847, 1.480013], [7.114537, 1.669741, 1.620294], [7.069196, 3.317112, 0.162931], [1.513932, 3.884568, -0.776367], [1.728706, 5.242745, 0.325244], [1.987796, 3.630853, 2.247004], [0.502463, 3.393135, 1.333259], [0.997282, 1.247904, 0.876366], [2.552824, 1.681631, 0.145421], [8.197021, 3.334604, 1.826394], [1.088724, -0.314273, 4.969559], [-0.298613, 0.199609, 4.709722], [-1.412384, -0.817285, 4.867497], [-2.377874, -0.364329, 3.896974], [-1.704569, 0.278693, 2.923966], [-2.162478, 0.594129, 1.868497], [-0.429832, 0.509149, 3.301666], [1.836219, 0.360311, 4.552037], [1.295037, -0.446538, 6.031428], [1.228783, -1.282385, 4.492281], [-0.518521, 1.106749, 5.279016], [-1.858438, -0.840474, 5.857610], [-1.089485, -1.819229, 4.580926], [8.322346, -1.044531, -0.302049], [7.276837, -1.250150, -1.364079], [5.916586, -0.685447, -1.013932], [5.029818, -1.565039, -1.710240], [5.651319, -2.761660, -1.852415], [5.120213, -3.761447, -2.207327], [6.958386, -2.648871, -1.512294], [9.176069, -1.704833, -0.448042], [8.672074, -0.012771, -0.301549], [7.898546, -1.267127, 0.678113], [7.612345, -0.889724, -2.340196], [5.756212, 0.341297, -1.331955], [5.713531, -0.773480, 0.056162], [1.657382, -2.174203, -0.328353], [0.861603, -3.002131, 0.642125], [-0.400616, -2.346531, 1.157980], [-0.544007, -2.942702, 2.458677], [0.692194, -3.289354, 2.886478], [0.944002, -3.592812, 4.011942], [1.585034, -3.193906, 1.887370], [2.669394, -2.565198, -0.426176], [1.182509, -2.183558, -1.308600], [1.733624, -1.141528, 0.018562], [0.651772, -3.993051, 0.234133], [-1.283754, -2.537537, 0.555285], [-0.272976, -1.268917, 1.290432], [-6.299769, -1.390181, -0.807419], [-4.798245, -1.397548, -0.691341], [-4.063584, -0.342783, -1.491094], [-2.797534, -0.991077, -1.733226], [-3.008802, -2.321842, -1.729009], [-2.203566, -3.135747, -2.061170], [-4.242976, -2.606562, -1.261018], [-6.711735, -2.324142, -0.426369], [-6.714695, -0.564417, -0.230387], [-6.608963, -1.277922, -1.846801], [-4.492298, -1.366813, 0.358470], [-3.904858, 0.586031, -0.949925], [-4.546937, -0.139454, -2.446451], [-10.401373, -0.184322, -4.807942], [-9.092686, 0.457784, -5.185536], [-8.226484, -0.310444, -6.163422], [-6.906197, 0.114493, -5.795950], [-6.934477, 0.465015, -4.494067], [-5.970745, 0.678679, -3.828227], [-8.205863, 0.531971, -4.047191], [-10.814455, 0.293196, -3.920816], [-11.117656, -0.082196, -5.622590], [-10.267224, -1.244042, -4.588039], [-9.249969, 1.480641, -5.538101], [-8.413552, -0.076778, -7.207518], [-8.296821, -1.389246, -6.007337]],
  "atomic_forces_ev_per_a": [[0.2, -0.1, -0.2], [-0.4, 0.0, 0.2], [0.2, 0.0, 0.2], [-0.5, -0.2, -0.2], [-0.2, 0.0, -0.2], [-0.1, -0.2, 0.0], [-0.1, 0.2, -0.3], [0.1, 0.2, -0.2], [-0.1, -0.1, 0.2], [0.0, 0.0, 0.0], [0.0, 0.0, -0.1], [0.3, -0.1, 0.0], [-0.2, 0.2, -0.1], [0.0, -0.1, 0.2], [0.3, 0.1, 0.1], [0.1, -0.1, 0.1], [0.2, -0.1, -0.1], [0.2, 0.1, 0.2], [0.2, 0.1, 0.1], [0.1, 0.1, 0.2], [-0.1, 0.0, -0.1], [0.4, -0.1, -0.1], [0.1, -0.3, 0.0], [0.0, -0.1, 0.1], [0.0, 0.0, 0.0], [0.0, 0.0, 0.2], [0.0, 0.0, -0.1], [-0.1, 0.2, -0.1], [-0.1, 0.1, 0.1], [-0.2, 0.1, 0.1], [0.0, 0.0, 0.0], [0.0, 0.1, -0.1], [-0.1, 0.1, -0.1], [0.0, 0.0, 0.1], [0.0, -0.2, 0.2], [0.0, 0.0, 0.1], [-0.1, 0.1, 0.0], [-0.1, 0.0, -0.1], [0.1, 0.0, 0.1], [0.0, 0.0, 0.0], [0.0, 0.0, -0.1], [0.0, 0.0, -0.1], [0.0, 0.0, 0.0], [0.0, 0.0, 0.0], [0.0, 0.0, 0.0], [0.0, 0.0, -0.1], [0.0, 0.1, 0.0], [0.2, 0.1, 0.1], [0.0, 0.2, -0.1], [-0.1, 0.0, -0.1], [-0.1, 0.0, 0.0], [0.1, 0.2, 0.0], [0.0, -0.1, 0.0], [-0.1, -0.1, 0.0], [0.0, -0.1, -0.1], [0.0, 0.0, 0.0], [0.0, 0.0, 0.0], [0.0, 0.0, 0.0], [0.0, -0.1, 0.1], [0.1, 0.0, -0.1], [0.0, -0.1, -0.2], [-0.1, 0.1, 0.0], [0.0, 0.0, 0.1], [-0.1, 0.1, -0.1], [0.0, 0.0, 0.1], [0.0, 0.0, 0.0], [0.0, 0.0, 0.0], [0.0, 0.0, 0.1], [0.0, 0.0, 0.0], [0.0, 0.0, 0.0], [0.0, 0.0, 0.0], [0.2, -0.1, 0.0], [0.1, 0.0, 0.1], [0.1, -0.1, 0.1], [-0.1, 0.0, 0.0], [0.0, 0.0, 0.0], [0.0, -0.1, -0.1], [0.1, 0.0, 0.1], [-0.1, 0.1, -0.1], [-0.1, 0.0, 0.0], [0.0, 0.1, 0.0], [0.0, 0.0, 0.0], [0.0, 0.0, 0.0], [0.0, 0.0, 0.0], [0.1, 0.1, 0.0], [-0.1, 0.0, 0.0]],
  "mulliken_charge": [-0.532, 0.622, -0.216, -0.964, -0.629, 0.318, -0.382, -0.348, 0.730, -0.271, -0.304, 0.319, -0.218, -0.268, 0.397, 0.428, 0.327, 0.397, 0.024, 0.290, 0.248, -0.948, 0.332, -0.277, -0.387, 0.600, -0.538, -0.148, 0.194, 0.404, 0.086, 0.300, 0.358, 0.117, -1.373, 0.587, -0.388, -0.308, 0.604, -0.538, -0.372, 0.378, 0.326, 0.329, 0.262, 0.241, 0.259, -0.979, 0.443, 0.683, -0.328, 0.597, -0.569, -0.359, 0.265, 0.419, -0.026, 0.274, -0.135, -0.403, -1.306, 0.570, -0.172, -0.343, 0.740, -0.592, -0.418, 0.377, 0.378, 0.167, 0.207, 0.337, 0.144, -1.425, 0.520, -0.525, -0.312, 0.625, -0.557, -0.334, 0.355, 0.382, 0.343, 0.289, 0.301, 0.301],
  "gap_ev": 11.16,
  "lumo_ev": 0.51,
  "max_force_ev_per_a": 0.6,
  "multiplicity": 1
}

Entry 2:
{
  "formula": "C46H53BN3O4PV",
  "method": "ωB97M-V with the def2-TZVPD basis set",
  "symbols": ["V", "O", "C", "C", "C", "C", "C", "C", "C", "N", "N", "C", "O", "C", "C", "C", "C", "C", "C", "H", "H", "H", "H", "H", "H", "H", "H", "H", "H", "C", "C", "C", "P", "C", "C", "C", "C", "C", "C", "C", "C", "C", "C", "N", "C", "C", "C", "C", "C", "C", "C", "C", "C", "H", "H", "H", "H", "H", "H", "H", "H", "H", "H", "H", "H", "H", "H", "H", "H", "H", "H", "H", "H", "H", "H", "H", "H", "H", "H", "H", "H", "H", "H", "H", "C", "C", "C", "C", "C", "C", "C", "C", "O", "B", "O", "C", "C", "H", "H", "H", "H", "H", "H", "H", "H", "H", "H", "H", "H"],
  "positions_angstrom": [[0.110041, 1.201973, 0.095550], [-0.636859, 1.921073, -1.147450], [-1.176459, 3.008073, -1.630050], [-2.122259, 3.016973, -2.657050], [-2.619659, 4.219473, -3.129450], [-2.173759, 5.427373, -2.607050], [-1.248959, 5.441773, -1.581550], [-0.765359, 4.242273, -1.056750], [0.082741, 4.210373, 0.091350], [0.497641, 3.118573, 0.646150], [1.230941, 3.220073, 1.748950], [1.414841, 2.039773, 2.290950], [0.927841, 1.014873, 1.696450], [2.191741, 1.933773, 3.525450], [2.145241, 0.752273, 4.264650], [2.906741, 0.625573, 5.409050], [3.724941, 1.666873, 5.817950], [3.759841, 2.850673, 5.095350], [2.996641, 2.991673, 3.954150], [-2.461759, 2.078473, -3.065950], [-3.354859, 4.217073, -3.919950], [-2.561359, 6.357773, -2.988550], [-0.892959, 6.375573, -1.168150], [0.357141, 5.147773, 0.569550], [1.501441, -0.050227, 3.935350], [2.861841, -0.286227, 5.981650], [4.334541, 1.560273, 6.701950], [4.386241, 3.665073, 5.423550], [3.021841, 3.907473, 3.383950], [4.429541, 0.856273, 1.376750], [4.257741, 2.122073, 0.537050], [5.606541, 2.638373, 0.050250], [2.863141, 1.836173, -0.702150], [3.256041, 2.814373, -2.266050], [4.509941, 2.477873, -3.066550], [2.040041, 2.658473, -3.180950], [3.094441, 0.098473, -1.197950], [4.322341, -0.389727, -1.629750], [4.493841, -1.704027, -2.040350], [5.816641, -2.232627, -2.497950], [3.382141, -2.544127, -1.990250], [2.167241, -2.095727, -1.526750], [1.981241, -0.764127, -1.098450], [0.788441, -0.344427, -0.568150], [-0.254659, -1.300927, -0.584150], [-1.005859, -1.515127, -1.757050], [-0.832859, -0.616127, -2.936550], [-1.879559, -2.586627, -1.830850], [-2.023959, -3.482627, -0.780050], [-2.878859, -4.696327, -0.933650], [-1.297459, -3.251827, 0.381950], [-0.424959, -2.182127, 0.507050], [0.397441, -2.051627, 1.750150], [4.908841, 1.094873, 2.324150], [5.043141, 0.127873, 0.852350], [3.465141, 0.394373, 1.588250], [3.828341, 2.900273, 1.183650], [6.131641, 1.908473, -0.558950], [6.228741, 2.837273, 0.920450], [5.501341, 3.564873, -0.507150], [3.313641, 3.857573, -1.923750], [4.456441, 1.464673, -3.456350], [5.420641, 2.592773, -2.491350], [4.569441, 3.160673, -3.913650], [1.909241, 1.607673, -3.445850], [2.180641, 3.228273, -4.098650], [1.132041, 3.018673, -2.699650], [5.169541, 0.277473, -1.642950], [6.515141, -1.430527, -2.720450], [5.696441, -2.847227, -3.388750], [6.251041, -2.860827, -1.718750], [3.482041, -3.575027, -2.301750], [1.341241, -2.789727, -1.467450], [0.148041, -0.765927, -3.389550], [-0.908459, 0.422173, -2.623850], [-1.600659, -0.823027, -3.675850], [-2.440459, -2.751027, -2.739650], [-3.713859, -4.511427, -1.605550], [-3.259559, -5.028727, 0.026650], [-2.279459, -5.504627, -1.354150], [-1.399959, -3.934727, 1.213550], [0.036441, -2.731427, 2.518650], [0.355241, -1.033527, 2.130950], [1.438641, -2.295327, 1.529450], [-7.029259, -2.612427, 2.638850], [-6.208559, -3.304327, 1.538150], [-5.443159, -4.490527, 2.139750], [-7.188159, -3.861427, 0.498450], [-5.256559, -2.267127, 0.957850], [-5.451159, -1.758127, -0.326350], [-4.667459, -0.751427, -0.863750], [-3.638859, -0.276327, -0.082550], [-2.677459, 0.644773, -0.369250], [-1.796959, 0.638773, 0.702850], [-2.261059, -0.208427, 1.683450], [-3.398659, -0.796927, 1.191450], [-4.206759, -1.773927, 1.736050], [-7.788159, -3.291427, 3.019650], [-7.528759, -1.730327, 2.242350], [-6.395459, -2.307827, 3.466750], [-6.144259, -5.174827, 2.612350], [-4.726759, -4.172027, 2.890650], [-4.913459, -5.039427, 1.364550], [-7.810259, -4.621527, 0.966550], [-6.662559, -4.323927, -0.334850], [-7.849859, -3.085927, 0.118950], [-6.247759, -2.141027, -0.938650], [-4.842959, -0.363127, -1.852550], [-4.032959, -2.126527, 2.739550]],
  "atomic_forces_ev_per_a": [[2.5, -2.9, 1.7], [-1.8, 1.0, -3.6], [-1.1, 3.0, -0.8], [0.4, -0.5, 0.4], [0.2, 0.1, 0.1], [0.0, 0.1, 0.0], [0.1, -0.2, 0.1], [-0.4, -0.8, -0.7], [0.3, 0.1, 0.5], [-1.2, 0.0, -1.2], [1.3, 0.2, 2.1], [0.2, 2.6, 0.1], [0.1, -1.3, 1.6], [0.1, -0.3, 0.2], [-0.1, 0.2, -0.2], [0.0, 0.0, 0.1], [0.0, 0.0, 0.0], [0.0, 0.0, 0.0], [-0.2, -0.1, -0.1], [0.0, -0.1, 0.0], [0.0, 0.0, 0.0], [0.0, 0.1, -0.1], [-0.1, 0.1, 0.1], [0.1, -0.1, 0.0], [0.0, -0.1, 0.0], [0.0, -0.1, 0.1], [0.0, 0.0, 0.1], [0.1, 0.1, 0.0], [0.0, 0.1, 0.0], [-0.2, 0.1, 0.0], [-0.4, 0.1, 0.1], [-0.2, 0.0, 0.0], [0.9, -0.3, -0.4], [-0.3, -0.1, 0.3], [0.0, 0.1, 0.2], [0.0, 0.1, 0.2], [-0.5, 0.2, 0.1], [-0.1, -0.3, -0.2], [-0.1, 0.0, 0.0], [0.0, -0.1, 0.1], [0.2, 0.2, 0.0], [-0.4, 0.2, 0.3], [2.2, -0.6, -0.7], [-0.1, 0.5, -0.2], [-1.3, -0.6, 0.2], [0.0, 0.1, -0.1], [0.0, 0.1, 0.1], [0.1, 0.0, 0.1], [0.2, 0.1, 0.0], [0.0, 0.0, 0.0], [0.0, 0.1, -0.1], [0.2, -0.1, -0.1], [-0.1, 0.2, 0.0], [0.1, 0.0, 0.1], [0.0, -0.1, 0.0], [0.1, -0.2, 0.1], [0.1, -0.1, -0.1], [0.1, -0.1, -0.1], [0.1, 0.1, 0.1], [0.1, 0.1, -0.1], [0.0, -0.1, 0.0], [0.0, -0.1, -0.1], [0.1, -0.1, 0.0], [0.0, 0.0, -0.1], [-0.1, 0.0, -0.1], [0.0, 0.0, -0.1], [0.0, 0.0, -0.1], [0.1, 0.1, -0.1], [0.1, 0.0, 0.0], [0.1, 0.0, 0.0], [0.1, 0.0, 0.0], [0.0, -0.1, 0.0], [0.0, -0.1, 0.0], [0.1, 0.0, -0.1], [0.1, -0.1, -0.2], [0.0, 0.0, -0.1], [-0.1, 0.1, -0.1], [-0.1, 0.0, 0.0], [0.0, -0.1, 0.1], [0.0, -0.1, 0.0], [0.0, -0.1, 0.1], [0.0, 0.0, 0.0], [0.1, -0.2, 0.1], [0.1, 0.0, 0.1], [0.1, -0.1, -0.1], [-0.2, -0.1, 0.2], [-0.1, 0.2, -0.1], [0.2, 0.1, 0.2], [0.0, -0.1, -0.2], [0.0, 0.0, 0.0], [0.4, 0.4, 0.1], [-0.3, -0.7, 0.7], [-0.2, 0.5, -0.3], [-1.1, -0.8, 0.1], [0.3, 0.3, 0.9], [-0.5, 0.1, -0.9], [0.3, 0.3, 0.1], [-0.1, -0.1, 0.1], [0.0, 0.1, 0.0], [0.1, 0.1, 0.1], [-0.1, -0.1, 0.1], [0.1, 0.0, 0.1], [0.1, -0.1, -0.1], [0.0, -0.1, 0.0], [0.0, 0.0, -0.1], [-0.1, 0.0, -0.1], [-0.1, -0.1, -0.1], [0.0, 0.1, -0.2], [0.1, -0.1, 0.1]],
  "mulliken_charge": [-0.704, 1.337, -0.082, -0.993, -0.802, -0.824, -0.910, 1.171, -0.379, 1.082, -1.343, -0.246, 0.367, 0.395, -0.072, -0.907, -0.434, -0.924, -0.425, 0.564, 0.481, 0.432, 0.497, 0.470, 0.359, 0.455, 0.439, 0.427, 0.460, -1.514, 1.061, -1.748, 0.926, 0.361, -1.757, -1.187, 0.049, -0.321, 0.416, -1.785, -1.138, -0.489, -0.157, 1.655, -1.426, 1.366, -0.841, -1.074, 0.637, -1.596, -1.031, 1.555, -1.472, 0.429, 0.406, 0.113, 0.247, 0.264, 0.491, 0.413, 0.732, 0.367, 0.341, 0.512, 0.227, 0.605, -0.037, 0.340, 0.390, 0.418, 0.321, 0.498, 0.497, 0.242, -0.737, 0.595, 0.392, 0.409, 0.239, 0.367, 0.350, 0.595, -0.150, 0.293, -1.754, 1.964, -1.498, -2.045, 0.734, -0.168, -1.783, 0.388, -0.136, 1.067, -0.711, 0.500, -1.137, 0.480, 0.376, 0.340, 0.481, 0.301, 0.264, 0.433, 0.402, 0.435, 0.435, 0.525, 0.554],
  "gap_ev": 6.21,
  "lumo_ev": -4.21,
  "max_force_ev_per_a": 4.2,
  "multiplicity": 1,
  "charge": 1
}

multiplicity of number 1 (C25H37F5O18S)? 1